Density functional theory data (ωB97M-V with the def2-TZVPD basis set) for a structure of composition C20H13N5NaO4S.

Last column: natural (NBO) charge in e.
CARTESIAN COORDINATES (ANGSTROEM)
Na  0.405  0.581  -0.432  0.877
N  -3.787  -1.517  1.211  -0.634
C  -4.764  -0.592  1.610  0.226
C  -6.010  -1.041  2.013  -0.272
C  -6.987  -0.139  2.417  -0.213
C  -6.711  1.215  2.411  -0.227
C  -5.461  1.663  1.999  -0.197
C  -4.478  0.773  1.599  -0.262
S  -2.908  1.401  1.084  0.549
N  -2.064  0.001  0.621  -0.616
C  -2.540  -1.172  0.726  0.399
C  -1.670  -2.323  0.278  0.156
C  -1.999  -3.654  0.513  -0.255
C  -1.140  -4.641  0.053  -0.166
C  0.010  -4.270  -0.616  -0.251
C  0.269  -2.915  -0.780  0.063
N  -0.548  -1.968  -0.345  -0.412
H  -4.069  -2.477  1.165  0.396
H  -6.213  -2.105  2.013  0.202
H  -7.955  -0.503  2.733  0.209
H  -7.460  1.929  2.723  0.211
H  -5.244  2.722  1.986  0.222
H  -2.880  -3.951  1.062  0.200
H  -1.369  -5.684  0.227  0.214
H  0.711  -5.003  -0.988  0.223
H  1.169  -2.558  -1.261  0.237
O  4.211  -1.287  -0.847  -0.704
C  3.204  -1.040  -0.181  0.757
O  2.132  -0.507  -0.565  -0.847
C  3.210  -1.537  1.277  -0.122
C  2.141  -1.300  2.134  -0.137
C  2.146  -1.780  3.436  -0.209
C  3.249  -2.504  3.851  -0.003
C  4.335  -2.757  3.034  -0.209
C  4.304  -2.263  1.741  -0.178
N  3.266  -3.036  5.232  0.536
O  2.280  -2.859  5.924  -0.394
O  4.256  -3.649  5.591  -0.397
H  1.288  -0.742  1.776  0.215
H  1.323  -1.602  4.111  0.240
H  5.173  -3.326  3.406  0.238
H  5.122  -2.428  1.054  0.245
N  -0.413  3.957  0.020  -0.632
C  -0.192  2.830  -0.149  -0.277

Its molar mass is 442.4 g mol⁻¹. As for the relative energy (zero: lowest compared OMol25 entry of this formula, charge and spin): 0.0 kcal/mol. The HOMO energy is -0.197 Eh. Its net charge is -1. The calculated total energy is -1905.235611 hartree. As for the gap between HOMO and LUMO: 7.22 eV.


Density functional theory data (ωB97M-V with the def2-TZVPD basis set) for a structure of composition C20H14Cl2N4O2STl.

Last column: natural (NBO) charge in e.
CARTESIAN COORDINATES (ANGSTROEM)
Tl  -0.526  -1.378  -1.461  0.918
N  -3.297  -2.536  2.478  -0.756
C  -2.400  -2.309  1.508  0.256
S  -2.700  -2.906  -0.053  -0.074
N  -1.348  -1.603  1.883  -0.336
N  -0.383  -1.108  1.185  -0.201
C  0.726  -0.687  1.671  0.193
C  1.048  -0.842  3.117  -0.129
C  2.187  -1.555  3.489  -0.190
C  2.488  -1.723  4.830  -0.204
C  1.666  -1.173  5.803  -0.191
C  0.533  -0.464  5.433  -0.224
C  0.216  -0.305  4.093  -0.127
C  1.696  0.003  0.788  0.167
C  2.703  0.796  1.334  -0.217
C  3.571  1.462  0.483  -0.139
C  3.417  1.324  -0.886  -0.243
C  2.384  0.525  -1.350  0.066
N  1.553  -0.114  -0.535  -0.490
H  -4.082  -3.134  2.295  0.413
H  -3.138  -2.195  3.412  0.415
H  2.825  -1.985  2.726  0.219
H  3.366  -2.289  5.116  0.225
H  1.912  -1.295  6.850  0.225
H  -0.109  -0.036  6.193  0.223
H  -0.668  0.246  3.800  0.214
H  2.797  0.898  2.405  0.246
H  4.357  2.085  0.888  0.235
H  4.078  1.823  -1.581  0.236
H  2.208  0.386  -2.410  0.212
Cl  -3.656  3.128  -6.848  0.122
C  -2.678  2.167  -5.833  0.016
C  -1.856  1.189  -6.405  -0.240
C  -1.046  0.433  -5.601  -0.034
Cl  -0.020  -0.751  -6.272  0.121
C  -0.993  0.636  -4.162  0.410
O  -0.128  0.066  -3.470  -0.558
C  -1.945  1.585  -3.612  -0.192
C  -2.175  1.695  -2.169  0.441
O  -1.820  0.903  -1.322  -0.531
C  -2.725  2.350  -4.447  -0.154
H  -1.864  1.033  -7.475  0.264
H  -2.778  2.567  -1.864  0.144
H  -3.398  3.086  -4.024  0.248

Its molar mass is 649.7 g mol⁻¹. The HOMO energy (spin up / spin down) is -0.399 / -0.391 Eh. Its net charge is +1. The calculated total energy is -2630.824647 hartree. As for the gap between HOMO and LUMO (spin up / spin down): 4.91 / 5.32 eV.


Density functional theory data (ωB97M-V with the def2-TZVPD basis set) for a structure of composition C20H14CoN6O8.

Last column: natural (NBO) charge in e.
CARTESIAN COORDINATES (ANGSTROEM)
Co  -0.221  -0.991  -0.388  1.542
O  3.259  -2.315  2.230  -0.668
C  2.155  -2.094  1.498  0.784
O  2.164  -1.985  0.298  -0.601
C  0.912  -2.005  2.330  0.064
C  0.916  -2.031  3.705  -0.201
C  -0.311  -1.889  4.356  -0.168
C  -1.458  -1.736  3.608  -0.185
C  -1.355  -1.706  2.219  0.129
N  -0.191  -1.848  1.611  -0.478
C  -2.562  -1.496  1.302  0.734
O  -3.663  -1.647  1.816  -0.663
O  -2.250  -1.231  0.102  -0.791
H  4.002  -2.327  1.605  0.501
H  1.842  -2.153  4.247  0.237
H  -0.355  -1.894  5.438  0.223
H  -2.439  -1.629  4.050  0.255
N  -0.211  -3.721  -3.574  -0.502
C  -1.242  -4.396  -2.945  -0.084
C  -1.444  -3.750  -1.765  -0.051
N  -0.563  -2.705  -1.665  -0.506
C  0.154  -2.709  -2.760  0.314
C  1.105  -1.622  -2.960  0.307
N  1.074  -0.616  -2.124  -0.494
C  2.068  0.244  -2.510  -0.053
C  2.700  -0.258  -3.606  -0.084
N  2.071  -1.456  -3.886  -0.500
H  0.148  -3.922  -4.490  0.421
H  -1.724  -5.246  -3.393  0.229
H  -2.173  -3.941  -0.996  0.246
H  2.251  1.165  -1.982  0.236
H  3.512  0.115  -4.204  0.228
H  2.309  -2.082  -4.635  0.421
O  -0.954  1.121  -0.955  -0.702
C  -0.288  1.501  0.023  0.750
O  0.451  0.707  0.692  -0.809
C  -0.343  2.945  0.440  -0.152
C  0.429  3.415  1.494  -0.143
C  0.374  4.752  1.868  -0.221
C  -0.458  5.630  1.190  -0.211
C  -1.213  5.135  0.144  0.079
C  -1.178  3.814  -0.248  -0.169
N  -2.095  6.072  -0.594  0.522
O  -2.194  7.204  -0.167  -0.386
O  -2.744  5.624  -1.515  -0.370
H  1.065  2.712  2.017  0.236
H  0.976  5.115  2.690  0.218
H  -0.529  6.674  1.456  0.247
H  -1.781  3.453  -1.068  0.272

The spin multiplicity is 4. Its molar mass is 525.3 g mol⁻¹. As for the relative energy (zero: lowest compared OMol25 entry of this formula, charge and spin): 0.0 kcal/mol. The HOMO energy (spin up / spin down) is -0.317 / -0.320 Eh. Its net charge is 0. The calculated total energy is -3083.855186 hartree. As for the gap between HOMO and LUMO (spin up / spin down): 8.42 / 8.51 eV.


Density functional theory data (ωB97M-V with the def2-TZVPD basis set) for the molecule C20H14F3N3O.

Last column: natural (NBO) charge in e.
CARTESIAN COORDINATES (ANGSTROEM)
N  3.847  0.540  -6.444  -0.320
C  3.218  -0.234  -5.782  0.277
C  2.156  -0.936  -4.997  -0.500
C  2.209  -0.349  -3.545  -0.422
C  1.117  -0.636  -2.609  0.005
C  0.028  -1.587  -2.799  -0.211
C  -0.864  -1.755  -1.685  -0.222
C  -0.588  -1.242  -0.432  0.176
C  0.261  -0.127  -0.373  -0.104
C  1.162  0.011  -1.317  -0.176
C  0.469  0.487  0.903  0.168
N  1.702  0.988  1.380  -0.541
C  1.569  1.726  2.574  0.129
C  2.428  2.244  3.525  -0.224
C  1.871  2.845  4.735  -0.191
C  0.482  2.866  4.922  -0.143
C  0.055  3.576  6.232  0.975
F  0.414  4.848  6.130  -0.307
F  -1.241  3.454  6.302  -0.316
F  0.527  2.853  7.269  -0.321
C  -0.422  2.276  4.001  -0.205
C  0.152  1.690  2.859  0.018
C  -0.490  0.844  1.826  -0.085
C  -1.915  0.482  1.603  -0.524
C  -2.125  -0.994  1.435  0.699
O  -2.892  -1.646  2.103  -0.583
N  -1.343  -1.730  0.571  -0.625
H  1.194  -0.621  -5.457  0.253
H  2.331  -2.029  -5.092  0.251
H  2.975  -0.782  -3.047  0.223
H  2.485  0.670  -3.682  0.233
H  -0.095  -1.996  -3.779  0.215
H  -1.699  -2.345  -1.816  0.211
H  1.875  0.740  -1.179  0.198
H  2.611  0.872  0.911  0.412
H  3.476  2.210  3.469  0.213
H  2.560  3.311  5.327  0.217
H  -1.513  2.278  3.960  0.232
H  -2.532  0.886  2.465  0.254
H  -2.386  0.770  0.714  0.238
H  -1.373  -2.763  0.519  0.427

Its molar mass is 369.3 g mol⁻¹. As for the relative energy (zero: lowest compared OMol25 entry of this formula, charge and spin): 17.2 kcal/mol. The HOMO energy is -0.300 Eh. Its net charge is 0. The calculated total energy is -1309.602627 hartree. As for the gap between HOMO and LUMO: 8.15 eV. As for the SMILES: N#CCCc1ccc2c(c1)-c1[nH]c3ccc(C(F)(F)F)cc3c1CC(=O)N2.


The records above yield maximum force values of 0.0130, 0.0400, 0.0173, 0.1106 hartree/bohr, respectively.